This record from the Open Molecules 2025 dataset describes a structure of composition C32H22CoF14N4O3 in a non-equilibrium geometry. The level of theory is ωB97M-V/def2-TZVPD.

Output
- calculated total energy (Eh) = -4458.24475
- LUMO energy (alpha / beta) (eV) = 3.48 / 3.48
- net charge = -2
- HOMO-LUMO gap (alpha / beta) (eV) = 4.643 / 4.639
- multiplicity = 4
- HOMO (alpha / beta) (eV) = -1.17 / -1.16

Element x y z (Å)
Co1 -1.498 0.351 -1.082
C1 -4.367 0.240 0.509
N1 -2.946 0.481 0.676
C2 -2.689 1.864 1.066
C3 -2.912 2.818 -0.113
N2 -2.262 2.261 -1.268
C4 -1.973 2.993 -2.322
C5 -1.144 2.461 -3.360
F1 -0.667 1.201 -3.229
C6 -0.813 3.140 -4.504
F2 -0.026 2.565 -5.440
C7 -1.277 4.438 -4.724
F3 -0.950 5.122 -5.856
C8 -2.091 5.004 -3.756
F4 -2.584 6.256 -3.949
C9 -2.426 4.314 -2.607
F5 -3.266 4.964 -1.741
C10 -2.400 -0.464 1.639
C11 -2.508 -1.927 1.173
N3 -2.423 -2.100 -0.254
C12 -1.979 -3.222 -0.775
C13 -1.063 -4.207 -0.252
F6 -0.590 -4.137 1.028
C14 -0.589 -5.281 -0.975
F7 0.304 -6.136 -0.401
C15 -1.007 -5.527 -2.276
F8 -0.520 -6.577 -2.999
C16 -1.993 -4.688 -2.794
F9 -2.532 -4.972 -4.005
C17 -2.480 -3.637 -2.059
F10 -3.584 -3.043 -2.552
H1 -4.893 0.314 1.475
H2 -4.504 -0.749 0.089
H3 -4.784 0.960 -0.189
H4 -1.636 1.938 1.344
H5 -3.316 2.162 1.928
H6 -2.487 3.792 0.154
H7 -3.987 2.961 -0.300
H8 -2.917 -0.369 2.618
H9 -1.348 -0.218 1.789
H10 -3.492 -2.319 1.481
H11 -1.771 -2.498 1.750
C18 5.753 2.035 1.386
C19 5.316 0.618 1.757
C20 5.494 0.418 3.263
C21 5.114 -1.003 3.639
C22 3.717 -1.288 3.158
C23 2.939 -2.201 3.865
C24 1.656 -2.471 3.430
F11 0.902 -3.342 4.157
C25 1.131 -1.869 2.314
C26 1.878 -0.921 1.598
C27 1.252 -0.226 0.469
O1 0.094 -0.507 0.070
C28 2.069 0.829 -0.058
C29 3.322 1.051 0.388
N4 3.935 0.343 1.384
C30 3.197 -0.625 2.038
C31 1.460 1.918 -0.958
O2 2.247 2.701 -1.495
O3 0.215 1.961 -0.950
H12 6.723 2.243 1.835
H13 5.033 2.757 1.762
H14 5.846 2.160 0.311
H15 5.960 -0.103 1.227
H16 4.845 1.119 3.792
H17 6.528 0.630 3.540
H18 5.170 -1.140 4.723
H19 5.822 -1.706 3.184
H20 3.331 -2.687 4.746
H21 0.147 -2.109 1.963
H22 3.857 1.867 -0.069
F12 -4.100 -0.679 -2.194
C32 -2.888 -0.135 -2.501
F13 -2.280 -1.028 -3.335
F14 -3.294 0.862 -3.378